No. 1
DFT (ωB97M-V/def2-TZVPD) results for an isolated molecule of C6H10.

Kohn-Sham gap = 7.61 eV
Max |F| = 0.4 eV/A
HOMO level = -7.8 eV
LUMO level = -0.18 eV

The geometry in ORCA input format:
```
! wB97M-V def2-TZVPD RIJCOSX def2/J DEFGRID3
* xyz 0 1
C 2.592 0.078 0.647
C 1.739 -0.456 -0.458
C 0.415 -0.724 -0.363
C -0.272 -0.395 0.845
C -1.698 -0.012 0.649
C -2.173 0.601 -0.676
H 2.485 1.166 0.737
H 2.260 -0.349 1.601
H 3.649 -0.137 0.459
H -0.097 -1.070 -1.268
H 2.210 -0.578 -1.434
H -2.044 0.582 1.503
H -2.183 -0.997 0.808
H -2.097 -0.105 -1.510
H -3.218 0.922 -0.604
H -1.566 1.476 -0.936
*
```

***

No. 2
DFT (ωB97M-V/def2-TZVPD) results for a cluster of 21 separate species, C86H81Cl16N13O26 in total.

Kohn-Sham gap = 8.30 eV
Max |F| = 3.3 eV/A
HOMO level = -9.6 eV
LUMO level = -1.29 eV

The geometry in ORCA input format:
```
! wB97M-V def2-TZVPD RIJCOSX def2/J DEFGRID3
* xyz 0 1
C -1.695 -4.754 -1.547
C -2.880 -5.102 -2.175
C -3.279 -6.409 -2.459
C -2.428 -7.433 -2.057
C -1.262 -7.127 -1.339
C -0.889 -5.819 -1.106
N -2.844 -8.827 -2.368
O -3.905 -8.974 -2.937
O -2.104 -9.759 -2.062
H -1.513 -3.695 -1.389
H -3.490 -4.213 -2.465
H -4.236 -6.636 -2.946
H -0.687 -7.959 -0.887
H -0.014 -5.657 -0.518
C -4.191 2.626 2.216
C -4.233 3.705 1.307
C -4.107 5.019 1.706
C -4.005 5.266 3.044
C -3.974 4.258 3.993
C -4.017 2.913 3.569
N -4.004 6.694 3.456
O -3.995 7.562 2.615
O -3.953 6.937 4.645
H -4.334 1.599 1.868
H -4.266 3.481 0.201
H -4.276 5.813 1.032
H -3.688 4.613 4.976
H -3.976 2.047 4.285
C 3.034 5.116 0.590
C 4.259 5.724 0.669
C 5.462 5.017 0.495
C 5.376 3.679 0.224
C 4.149 3.013 0.247
C 3.000 3.707 0.519
N 6.664 2.884 0.031
O 6.563 1.695 0.186
O 7.728 3.433 -0.207
H 2.088 5.641 0.743
H 4.324 6.772 0.919
H 6.453 5.515 0.602
H 4.145 1.925 0.084
H 2.035 3.199 0.602
C -1.404 4.757 -4.031
C -1.167 6.127 -3.926
C -2.034 6.921 -3.236
C -3.090 6.310 -2.577
C -3.344 4.952 -2.636
C -2.542 4.164 -3.463
N -3.968 7.102 -1.650
O -3.826 8.287 -1.532
O -4.792 6.435 -1.072
H -0.688 4.171 -4.573
H -0.253 6.504 -4.399
H -2.003 7.990 -3.129
H -4.107 4.490 -2.036
H -2.563 3.063 -3.452
C 1.482 -1.067 -0.667
C 1.414 0.249 -1.091
C 0.190 0.918 -1.061
C -0.946 0.257 -0.556
C -0.881 -1.053 -0.205
C 0.325 -1.722 -0.218
N -2.165 0.981 -0.404
O -3.060 0.420 0.214
O -2.248 2.148 -0.780
H 2.403 -1.647 -0.761
H 2.326 0.725 -1.527
H 0.170 1.971 -1.325
H -1.751 -1.554 0.263
H 0.346 -2.785 0.185
C -1.004 5.395 -0.055
C -1.236 6.696 0.350
C -0.860 7.059 1.663
C -0.452 6.108 2.594
C -0.453 4.756 2.214
C -0.653 4.410 0.857
N -0.035 6.434 3.986
O 0.767 7.358 4.145
O -0.450 5.751 4.943
H -1.072 5.175 -1.102
H -1.722 7.424 -0.277
H -0.868 8.145 1.939
H -0.205 4.019 2.939
H -0.597 3.380 0.534
C -5.608 -7.047 2.637
C -4.660 -6.985 1.595
C -3.752 -5.947 1.509
C -3.858 -4.963 2.530
C -4.731 -5.012 3.601
C -5.628 -6.067 3.625
N -2.957 -3.756 2.463
O -2.020 -3.826 1.665
O -3.152 -2.835 3.252
H -6.237 -7.918 2.751
H -4.669 -7.828 0.868
H -2.988 -5.926 0.701
H -4.736 -4.201 4.356
H -6.380 -6.138 4.417
C 3.119 -1.747 -5.869
C 3.628 -3.007 -6.229
C 4.936 -3.352 -5.807
C 5.687 -2.348 -5.185
C 5.142 -1.107 -4.775
C 3.865 -0.776 -5.193
N 7.077 -2.695 -4.778
O 7.375 -3.852 -4.576
O 7.863 -1.760 -4.716
H 2.063 -1.482 -6.107
H 3.061 -3.788 -6.754
H 5.309 -4.327 -6.059
H 5.836 -0.392 -4.268
H 3.471 0.218 -4.956
C -6.239 -1.346 3.291
C -5.526 -0.608 2.334
C -6.240 0.034 1.345
C -7.618 -0.153 1.232
C -8.317 -0.893 2.164
C -7.585 -1.507 3.165
N -8.351 0.412 0.091
O -9.498 0.009 -0.168
O -7.851 1.369 -0.502
H -5.723 -1.869 4.090
H -4.428 -0.536 2.451
H -5.712 0.552 0.570
H -9.394 -1.099 2.062
H -8.145 -2.043 3.910
C 6.345 4.411 -3.883
C 5.557 5.073 -2.938
C 4.215 4.661 -2.738
C 3.709 3.722 -3.605
C 4.510 2.986 -4.516
C 5.855 3.397 -4.652
N 2.273 3.266 -3.456
O 1.878 2.401 -4.225
O 1.550 3.816 -2.608
H 7.373 4.680 -4.019
H 6.003 5.859 -2.314
H 3.612 5.123 -1.967
H 3.987 2.215 -5.068
H 6.564 2.896 -5.290
C 0.669 -8.685 2.387
C 1.933 -8.770 1.811
C 2.649 -7.617 1.507
C 2.000 -6.410 1.659
C 0.684 -6.285 2.118
C 0.001 -7.472 2.509
N 2.741 -5.175 1.292
O 2.121 -4.132 1.261
O 3.964 -5.255 1.083
H 0.099 -9.569 2.645
H 2.378 -9.750 1.757
H 3.630 -7.620 1.097
H 0.219 -5.300 2.219
H -1.011 -7.412 2.871
C 9.708 -0.574 -2.057
C 8.981 -1.744 -1.833
C 7.610 -1.715 -1.609
C 6.953 -0.531 -1.888
C 7.635 0.633 -2.256
C 9.046 0.628 -2.345
N 5.480 -0.566 -1.617
O 4.861 0.452 -1.993
O 4.975 -1.573 -1.222
H 10.779 -0.578 -2.197
H 9.605 -2.628 -1.719
H 7.109 -2.596 -1.211
H 7.113 1.545 -2.498
H 9.508 1.603 -2.539
C 0.480 2.668 6.928
C -0.822 2.166 6.923
C -1.358 1.684 5.728
C -0.537 1.739 4.584
C 0.716 2.316 4.554
C 1.193 2.818 5.732
N -1.025 1.072 3.322
O -2.007 0.295 3.393
O -0.373 1.295 2.309
H 0.985 2.987 7.870
H -1.475 2.090 7.819
H -2.376 1.294 5.691
H 1.335 2.311 3.736
H 2.184 3.209 5.877
C 8.394 -0.625 1.257
Cl 8.927 -2.299 1.520
Cl 8.401 0.344 2.696
H 9.040 -0.186 0.548
H 7.391 -0.623 0.876
C -1.270 -0.505 -4.493
Cl -2.593 0.183 -3.566
Cl -1.540 -2.203 -4.566
H -1.314 -0.085 -5.481
H -0.364 -0.265 -3.937
C -5.631 -3.444 -0.259
Cl -7.204 -2.996 -0.910
Cl -4.347 -2.226 -0.680
H -5.508 -3.431 0.802
H -5.299 -4.391 -0.703
C -6.532 -0.207 -3.440
Cl -5.811 -1.287 -4.678
Cl -6.376 1.511 -3.869
H -7.591 -0.411 -3.327
H -5.992 -0.299 -2.535
C -7.698 3.438 3.317
Cl -7.673 2.069 4.521
Cl -9.236 4.174 3.175
H -6.937 4.131 3.660
H -7.445 3.034 2.322
C 0.473 -2.222 3.537
Cl 0.015 -3.639 4.457
Cl 1.258 -0.919 4.439
H 1.198 -2.440 2.765
H -0.443 -1.838 3.069
C 4.915 -2.403 2.069
Cl 4.732 -2.988 3.708
Cl 5.080 -0.639 1.990
H 5.879 -2.687 1.688
H 4.097 -2.754 1.435
C 1.678 -3.536 -2.770
Cl 3.065 -4.328 -1.935
Cl 1.080 -4.456 -4.116
H 0.950 -3.455 -1.988
H 1.992 -2.624 -3.200
*
```

***

No. 3
DFT (ωB97M-V/def2-TZVPD) results for a structure of composition C2H2FI3O.

Kohn-Sham gap = 8.80 eV
Max |F| = 1.0 eV/A
HOMO level = -9.7 eV
LUMO level = -0.89 eV

The geometry in ORCA input format:
```
! wB97M-V def2-TZVPD RIJCOSX def2/J DEFGRID3
* xyz 0 1
C 0.559 -0.458 -1.030
C 1.333 0.274 0.001
O 0.905 0.936 0.884
F -1.321 -0.239 2.276
I 0.342 -2.456 -0.212
I -1.332 0.503 -1.386
I 3.454 -0.083 -0.196
H 1.075 -0.561 -1.982
H -0.895 0.593 2.149
*
```

***

No. 4
DFT (ωB97M-V/def2-TZVPD) results for a cluster of 2 separate species, C12H22N4O3S in total.

Kohn-Sham gap = 8.57 eV
Max |F| = 1.6 eV/A
HOMO level = -8.4 eV
Structure (SMILES) = CNC(=O)[C@H](CS)NC(C)=O.Cc1nccn1CCO
LUMO level = 0.20 eV

The geometry in ORCA input format:
```
! wB97M-V def2-TZVPD RIJCOSX def2/J DEFGRID3
* xyz 0 1
O 1.145 -1.177 -4.894
O 0.417 3.144 -4.445
N -2.697 -0.847 6.421
O -1.771 -1.490 1.773
S -0.928 0.682 -0.781
C 1.362 -1.156 -3.692
C 0.858 2.002 -4.338
C -1.569 -0.938 5.761
C -3.564 -0.149 5.594
C -2.939 0.193 4.430
N 1.889 1.583 -5.081
N -1.654 -0.301 4.526
N 1.048 -0.124 -2.912
C 2.040 -2.326 -3.020
C -0.362 -1.637 6.311
C 2.606 2.414 -6.046
C -0.597 -1.441 2.591
C -0.607 -0.207 3.495
C -0.177 1.788 -2.020
C 0.229 1.034 -3.301
H -1.733 -0.827 1.061
H -1.630 1.635 -0.154
H -4.595 0.090 5.839
H -3.383 0.728 3.598
H 2.108 0.596 -5.042
H 1.254 -0.211 -1.930
H 2.985 -2.002 -2.588
H 1.389 -2.718 -2.241
H 2.226 -3.101 -3.763
H -0.575 -2.026 7.311
H 0.478 -0.941 6.377
H -0.080 -2.470 5.662
H 2.890 3.360 -5.580
H 3.502 1.900 -6.394
H 1.957 2.625 -6.897
H -0.540 -2.346 3.203
H 0.289 -1.417 1.949
H 0.369 -0.108 3.979
H -0.761 0.692 2.891
H -0.898 2.563 -2.292
H 0.699 2.280 -1.593
H -0.680 0.650 -3.768
*
```

***

No. 5
DFT (ωB97M-V/def2-TZVPD) results for a cluster of 2 separate species, C6H11ClO in total.

Kohn-Sham gap = 7.80 eV
Max |F| = 7.1 eV/A
HOMO level = -8.4 eV
LUMO level = -0.58 eV

The geometry in ORCA input format:
```
! wB97M-V def2-TZVPD RIJCOSX def2/J DEFGRID3
* xyz 0 1
C -0.437 0.484 -0.998
C -0.686 -0.494 0.249
C 0.494 0.377 0.117
C -1.726 0.033 1.299
C -0.681 -1.971 -0.044
C 2.692 1.096 -0.047
O 1.675 0.272 0.467
Cl 0.597 3.140 0.735
H -0.104 0.401 -2.075
H -1.156 1.376 -0.977
H -1.418 -0.356 2.211
H -2.758 -0.258 0.963
H -1.728 1.182 1.234
H -1.497 -2.274 -0.746
H -0.751 -2.718 0.827
H 0.188 -2.133 -0.681
H 2.700 2.072 0.562
H 2.415 1.566 -1.087
H 3.542 0.612 0.072
*
```

***

No. 6
DFT (ωB97M-V/def2-TZVPD) results for a cluster of 5 separate species, C21H42NO8 in total.

Kohn-Sham gap = 7.86 eV
Max |F| = 2.1 eV/A
HOMO level = -11.2 eV
LUMO level = -3.38 eV

The geometry in ORCA input format:
```
! wB97M-V def2-TZVPD RIJCOSX def2/J DEFGRID3
* xyz 1 1
C 0.274 -5.339 -0.734
C -0.812 -4.921 -0.364
C -2.068 -4.041 -0.045
C -2.916 -3.864 -1.377
C -4.098 -4.907 -1.583
N -4.258 -5.915 -0.473
H 1.081 -5.950 -1.216
H -1.730 -2.998 0.261
H -2.633 -4.450 0.839
H -3.335 -2.795 -1.392
H -2.231 -3.964 -2.278
H -5.060 -4.303 -1.627
H -3.939 -5.465 -2.547
H -4.746 -5.463 0.314
H -3.391 -6.404 -0.208
H -4.906 -6.645 -0.824
O 3.936 -0.404 2.563
C 3.863 -1.606 2.530
O 3.483 -2.223 1.393
C 3.526 -3.642 1.188
C 2.285 -4.312 1.741
C 4.106 -2.431 3.766
H 4.449 -4.067 1.587
H 3.562 -3.789 0.107
H 2.198 -4.173 2.821
H 2.300 -5.383 1.531
H 1.388 -3.879 1.294
H 3.201 -2.436 4.375
H 4.918 -1.973 4.330
H 4.413 -3.455 3.562
O 5.771 -1.176 -1.882
C 5.261 -0.099 -1.699
O 5.100 0.752 -2.733
C 4.359 1.976 -2.663
C 5.212 3.101 -2.114
C 4.878 0.350 -0.314
H 3.431 1.839 -2.102
H 4.068 2.213 -3.688
H 5.542 2.897 -1.094
H 4.656 4.041 -2.115
H 6.113 3.225 -2.719
H 5.763 0.731 0.196
H 4.491 -0.508 0.229
H 4.093 1.103 -0.293
O -5.149 -1.126 -1.571
C -4.514 -0.177 -1.166
O -3.675 -0.330 -0.128
C -2.752 0.681 0.318
C -3.426 1.665 1.246
C -4.712 1.194 -1.750
H -2.267 1.169 -0.530
H -1.965 0.155 0.862
H -4.233 2.202 0.747
H -2.708 2.394 1.619
H -3.872 1.143 2.097
H -5.595 1.649 -1.300
H -4.868 1.091 -2.825
H -3.859 1.857 -1.626
O -2.385 3.837 -0.389
C -1.760 4.812 -0.045
O -1.857 5.256 1.218
C -1.035 6.293 1.778
C -1.589 7.665 1.453
C -0.937 5.592 -1.035
H 0.006 6.174 1.470
H -1.056 6.144 2.859
H -1.604 7.850 0.378
H -0.989 8.443 1.929
H -2.619 7.752 1.804
H -1.592 6.263 -1.593
H -0.470 4.889 -1.725
H -0.128 6.164 -0.586
*
```

***

No. 7
DFT (ωB97M-V/def2-TZVPD) results for a cluster of 2 separate species, C5H12FNP in total.

Kohn-Sham gap = 9.80 eV
Max |F| = 3.2 eV/A
HOMO level = -13.2 eV
LUMO level = -3.44 eV

The geometry in ORCA input format:
```
! wB97M-V def2-TZVPD RIJCOSX def2/J DEFGRID3
* xyz 1 1
C 0.479 0.836 0.755
C 1.969 0.734 0.409
C 0.863 -0.714 -1.060
C -0.192 -0.161 -0.146
C -2.806 0.129 0.842
N 2.076 -0.613 -0.206
F -0.333 -1.626 0.887
P -1.902 0.095 -0.758
H 0.283 0.584 1.796
H 0.082 1.836 0.581
H 2.253 1.481 -0.335
H 2.623 0.826 1.276
H 0.659 -1.744 -1.351
H 0.976 -0.095 -1.953
H -3.854 -0.087 0.637
H -2.747 1.121 1.289
H -2.409 -0.620 1.521
H 2.956 -0.770 -0.707
H 1.972 -1.326 0.532
H -2.083 -1.257 -1.059
*
```

***

No. 8
DFT (ωB97M-V/def2-TZVPD) results for an isolated molecule of C16H17N3O5.

Kohn-Sham gap = 8.94 eV
Max |F| = 0.8 eV/A
HOMO level = -9.3 eV
Structure (SMILES) = CC(C)c1ccccc1NC(=O)COC(=O)c1cc(=O)[nH]c(=O)[nH]1
LUMO level = -0.33 eV

The geometry in ORCA input format:
```
! wB97M-V def2-TZVPD RIJCOSX def2/J DEFGRID3
* xyz 0 1
C -3.626 -2.634 1.713
H -3.066 -3.566 1.666
H -4.684 -2.882 1.755
H -3.342 -2.115 2.625
C -3.298 -1.788 0.484
C -3.870 -0.390 0.531
C -4.908 -0.051 1.392
C -5.485 1.206 1.386
C -5.039 2.169 0.500
C -4.006 1.860 -0.364
C -3.418 0.601 -0.344
N -2.370 0.373 -1.285
C -1.089 0.085 -0.971
O -0.668 -0.179 0.129
C -0.157 0.078 -2.203
H -0.438 -0.713 -2.900
H -0.181 1.057 -2.696
O 1.155 -0.222 -1.769
C 1.714 0.709 -1.000
O 1.289 1.828 -0.851
C 2.984 0.248 -0.363
C 3.519 -0.980 -0.524
C 4.763 -1.321 0.153
O 5.342 -2.378 0.085
N 5.273 -0.281 0.928
C 4.749 0.977 1.118
O 5.262 1.813 1.814
N 3.577 1.192 0.422
H 3.110 2.088 0.515
H 6.136 -0.477 1.424
H 3.051 -1.727 -1.140
H -2.544 0.753 -2.205
H -3.640 2.602 -1.059
H -5.485 3.151 0.481
H -6.289 1.430 2.071
H -5.285 -0.787 2.083
C -3.805 -2.495 -0.779
H -3.532 -1.944 -1.675
H -4.890 -2.583 -0.747
H -3.380 -3.494 -0.845
H -2.210 -1.708 0.432
*
```